1.
C8H8N4O4 | ωB97M-V/def2-TZVPD

The calculation puts the orbital gap at 9.7 eV. The total energy comes out at -22575.653 eV. As for the energy above the lowest of the compared OMol25 structures with the same formula, charge and spin: 75.6 kcal per mole.

Positions of all 24 atoms, in Å:
C  3.88609  -0.87345  0.33623
C  4.66320  0.33901  0.23758
C  4.11892  1.50125  -0.17151
C  1.90506  0.52504  -0.37367
C  -3.71147  1.08993  0.34125
C  -4.69639  -0.00930  -0.29020
C  -4.27495  -1.32654  -0.26376
C  -2.00920  -0.73062  -0.17767
H  2.00259  -1.51396  -0.00692
H  5.75111  0.31142  0.38417
H  4.77927  2.37736  -0.41311
H  2.28625  2.40356  -0.74187
H  -1.68580  1.42414  0.15348
H  -5.81348  0.08061  -0.31824
H  -4.99746  -2.18899  -0.49088
H  -2.72102  -2.71494  -0.03843
N  2.55867  -0.65363  -0.01700
N  2.77042  1.59177  -0.49533
N  -2.40261  0.62585  -0.02190
N  -2.99962  -1.76087  -0.18653
O  4.21338  -2.00326  0.64731
O  0.74162  0.56946  -0.60664
O  -3.92794  2.24287  0.96008
O  -0.82418  -1.04570  0.08521

=====

2.
C8H8N4O4 | ωB97M-V/def2-TZVPD

The calculation puts the orbital gap at 9.8 eV. The total energy comes out at -22574.704 eV. As for the energy above the lowest of the compared OMol25 structures with the same formula, charge and spin: 97.4 kcal per mole.

Positions of all 24 atoms, in Å:
C  -5.00246  -0.52058  0.59767
C  -5.36817  0.78911  0.00510
C  -4.29123  1.58326  -0.42326
C  -2.74016  -0.18842  -0.49453
C  2.62974  -0.04643  -0.14576
C  3.14760  -1.45694  -0.23386
C  4.48020  -1.56786  -0.31810
C  4.82033  0.72150  0.44388
H  -3.45445  -1.72518  0.63410
H  -6.30717  1.32213  0.34801
H  -4.23514  2.71566  -0.81148
H  -2.07005  1.72490  -0.90596
H  2.89132  1.73831  0.80801
H  2.54720  -2.17580  -0.66902
H  4.98584  -2.65889  -0.16009
H  6.25571  -0.60698  0.28095
N  -3.62425  -0.85501  0.35959
N  -2.92764  1.17318  -0.51414
N  3.47430  0.98213  0.13136
N  5.24102  -0.45381  -0.19389
O  -5.64591  -1.22700  1.29447
O  -1.75718  -0.70068  -0.92933
O  1.35864  0.06628  -0.19864
O  5.59191  1.36713  1.09491

=====

3.
C8H8O | ωB97M-V/def2-TZVPD

The calculation puts the orbital gap at 9.5 eV. The total energy comes out at -10469.235 eV. As for the energy above the lowest of the compared OMol25 structures with the same formula, charge and spin: 66.6 kcal per mole.

Positions of all 17 atoms, in Å:
C  -1.75143  -0.28812  0.54788
C  -0.96993  0.26182  -0.48262
C  0.39050  -0.23200  1.74842
C  -1.06691  -0.39930  1.68721
C  0.25797  1.25061  -0.24378
C  -0.00816  0.22614  -1.37026
C  0.95289  0.88472  0.97925
C  0.52913  -0.57586  -2.48926
O  1.81148  1.60886  1.53499
H  -2.73693  -0.65448  0.42909
H  0.87582  -0.11392  2.74780
H  0.99296  -0.99929  1.26044
H  -1.57331  -0.85158  2.52009
H  0.29156  2.34213  -0.49341
H  0.24280  -0.25195  -3.53889
H  0.14972  -1.54957  -2.19859
H  1.61186  -0.65822  -2.63836

=====

4.
C8H8O | ωB97M-V/def2-TZVPD

The calculation puts the orbital gap at 9.3 eV. The total energy comes out at -10467.815 eV. As for the energy above the lowest of the compared OMol25 structures with the same formula, charge and spin: 99.4 kcal per mole.

Positions of all 17 atoms, in Å:
C  -2.83515  0.11078  0.12963
C  -2.33135  -1.06871  -0.02960
C  -1.01027  2.04408  -0.24545
C  -1.76962  0.91948  0.17803
C  -0.31060  0.98297  0.16781
C  1.05045  -0.54855  1.45484
C  1.06964  -0.51257  -1.29258
C  1.00390  0.26662  0.09416
O  -1.77332  -1.98445  -0.44595
H  -1.00574  3.11693  -0.56330
H  2.08334  -0.80461  1.81639
H  0.34559  -1.45275  1.27390
H  0.52736  0.05377  2.23061
H  1.51612  -1.48414  -1.21693
H  1.48677  0.10206  -2.04900
H  0.08639  -0.71165  -1.60361
H  1.86649  0.97074  0.10104

=====

5.
C8H8O2 | ωB97M-V/def2-TZVPD

The calculation puts the orbital gap at 9.1 eV. The total energy comes out at -12516.187 eV. As for the energy above the lowest of the compared OMol25 structures with the same formula, charge and spin: 76.2 kcal per mole.

Positions of all 18 atoms, in Å:
C  0.84877  0.54600  1.02343
C  0.18725  1.49054  1.69932
C  0.53914  0.20305  -0.36372
C  -0.94307  1.92732  0.90149
C  -0.19683  1.16380  -0.97248
C  -2.11392  1.39746  0.70346
C  0.19895  -2.23938  -0.32558
C  0.89056  -1.13617  -1.00018
O  -3.21599  1.23126  0.41189
O  -0.57420  2.32103  -0.42848
H  1.87225  0.33498  1.39894
H  0.30245  1.66852  2.75578
H  -0.22556  1.18012  -2.15625
H  -0.38694  -2.84321  -0.92726
H  -0.52967  -1.87557  0.34538
H  0.79152  -3.00026  0.21677
H  0.54131  -1.06003  -2.15663
H  2.01398  -1.30946  -1.12590

=====

6.
C8H8O2S | ωB97M-V/def2-TZVPD

The calculation puts the orbital gap at 9.4 eV. The total energy comes out at -23353.197 eV. As for the energy above the lowest of the compared OMol25 structures with the same formula, charge and spin: 71.2 kcal per mole.

Positions of all 19 atoms, in Å:
C  -1.79467  -0.85016  0.33930
C  -0.95085  0.36356  0.37532
C  0.53873  0.11931  0.17112
C  0.97651  -0.71133  -0.77647
C  2.43148  -0.96583  -0.88966
C  3.34816  -0.28377  -0.13279
C  2.85349  0.50399  0.90842
C  1.51574  0.78657  1.11680
H  -2.87728  0.18976  1.55225
H  -1.15345  1.02492  1.45651
H  -0.44324  2.53925  -0.71247
H  0.41199  -1.12331  -1.39957
H  2.74475  -1.44325  -1.74890
H  4.36566  -0.47140  -0.18168
H  3.42829  1.07623  1.79538
H  1.22989  1.34453  1.88413
O  -2.91596  -0.79370  1.05204
O  -1.61960  -1.83023  -0.33060
S  -1.55835  1.50504  -0.94308

=====

7.
C8H8O3 | ωB97M-V/def2-TZVPD

The calculation puts the orbital gap at 9.6 eV. The total energy comes out at -14563.843 eV. As for the energy above the lowest of the compared OMol25 structures with the same formula, charge and spin: 113.1 kcal per mole.

Positions of all 19 atoms, in Å:
C  3.57858  -0.02211  -0.27844
C  2.20765  -0.48238  0.14476
C  -0.02453  0.38414  -0.04907
C  -0.77525  1.55317  0.05729
C  -2.13266  1.48167  0.30089
C  -2.78366  0.33659  0.11092
C  -2.04356  -0.82074  -0.01379
C  -0.72246  -0.75581  -0.18690
H  4.35674  -0.90361  0.19015
H  3.60400  0.07156  -1.21904
H  3.87215  0.98319  0.35533
H  -0.25951  2.59863  0.23239
H  -2.71314  2.56545  0.41386
H  -4.00419  0.45887  0.16218
H  -2.30893  -2.58393  -0.36279
H  -0.21929  -1.99470  -0.18735
O  1.85943  -1.30287  0.81964
O  1.32450  0.42275  -0.34469
O  -2.81584  -1.98988  -0.14533

=====

8.
C8H8O3 | ωB97M-V/def2-TZVPD

The calculation puts the orbital gap at 8.6 eV. The total energy comes out at -14566.169 eV. As for the energy above the lowest of the compared OMol25 structures with the same formula, charge and spin: 59.5 kcal per mole.

Positions of all 19 atoms, in Å:
C  -1.21650  1.98157  0.13263
C  -0.68756  0.66490  -0.06072
C  0.62679  0.36181  -0.11115
C  2.83899  0.36565  0.08776
C  1.13488  -0.93032  0.04066
C  0.33967  -2.09513  0.08096
C  -1.01642  -1.84445  -0.12049
C  -1.46753  -0.48562  -0.16012
H  -0.54322  2.80238  -0.07942
H  -1.69553  2.05682  1.18666
H  -1.93341  2.21213  -0.58149
H  3.82849  0.65712  -0.45646
H  2.88132  0.43518  1.20535
H  0.71193  -2.99817  0.46815
H  -1.81849  -2.53507  -0.28139
H  -3.26707  -0.49883  -0.84679
O  1.70015  1.14848  -0.36086
O  2.43342  -0.96352  -0.15133
O  -2.84989  -0.33496  0.00804

=====

9.
C8H8S | ωB97M-V/def2-TZVPD

The calculation puts the orbital gap at 7.6 eV. The total energy comes out at -19258.644 eV. As for the energy above the lowest of the compared OMol25 structures with the same formula, charge and spin: 14.3 kcal per mole.

Positions of all 17 atoms, in Å:
C  -1.00319  -1.53890  0.91666
C  -1.97278  -1.47209  -0.17263
C  0.09015  1.17606  -1.15512
C  -0.26334  0.06273  -0.51375
C  0.01488  -0.66488  0.67895
C  -1.59092  -0.48677  -1.01319
C  -0.70526  1.60348  -2.31253
C  1.17280  -0.42050  1.56278
S  -2.07232  0.28428  -2.49421
H  -0.97120  -2.10137  1.83428
H  -2.91670  -2.07329  -0.27993
H  0.97260  1.82511  -1.10333
H  -1.21697  2.44894  -2.18470
H  -0.28450  1.46010  -3.34209
H  1.86233  0.42086  1.28522
H  1.83194  -1.16434  1.85845
H  0.94120  0.05187  2.61214

=====

10.
C8H8S | ωB97M-V/def2-TZVPD

The calculation puts the orbital gap at 7.6 eV. The total energy comes out at -19256.900 eV. As for the energy above the lowest of the compared OMol25 structures with the same formula, charge and spin: 54.6 kcal per mole.

Positions of all 17 atoms, in Å:
C  1.48914  1.68728  0.15078
C  2.71689  1.09263  -0.15256
C  0.48877  0.81282  0.40176
C  1.13615  -0.79881  0.17362
C  -0.22558  -1.24663  0.24482
C  -0.78246  -2.43005  -0.00702
C  -0.84674  0.12301  0.56387
C  -1.92830  0.58218  -0.40723
S  2.73658  -0.62674  -0.24194
H  1.40739  2.76420  0.18597
H  3.64377  1.61287  -0.31709
H  -1.84711  -2.57550  0.04788
H  -0.18306  -3.27772  -0.29592
H  -1.22301  0.18395  1.59200
H  -2.12105  1.64449  -0.26973
H  -2.85144  0.03300  -0.23286
H  -1.60995  0.41901  -1.43635

=====

11.
C8H8Se | ωB97M-V/def2-TZVPD

The calculation puts the orbital gap at 8.8 eV. The total energy comes out at -73770.776 eV. As for the energy above the lowest of the compared OMol25 structures with the same formula, charge and spin: 0.0 kcal per mole.

Positions of all 17 atoms, in Å:
C  1.91692  1.33629  0.14113
C  1.06564  2.37574  0.19448
C  1.40276  0.10155  0.01344
C  -0.33670  2.24099  0.10403
C  0.10205  -0.16566  -0.03573
C  -0.78435  0.93482  -0.02028
C  -0.66182  -1.49416  -0.02860
C  -2.02271  -1.24098  0.54721
Se  -2.65307  0.50271  -0.07794
H  3.01780  1.30739  0.12849
H  1.60440  3.28478  0.41834
H  2.24133  -0.69833  -0.00631
H  -1.07677  3.01836  0.37601
H  -0.93492  -1.52872  -1.05128
H  -0.21731  -2.47332  0.35376
H  -2.80838  -2.03052  0.20192
H  -2.11808  -1.28619  1.61782

=====

12.
C8H9BN2O5 | ωB97M-V/def2-TZVPD

The calculation puts the orbital gap at 8.3 eV. The total energy comes out at -22335.979 eV.

Positions of all 25 atoms, in Å:
O  0.51796  -2.09843  0.00978
O  -1.26965  1.37495  -1.31125
O  -1.33462  2.24580  0.70213
O  -3.15967  -3.26170  -0.60124
O  -2.27056  -1.24796  -1.64670
B  -2.49224  -2.07795  -0.53104
C  0.21596  -0.93431  0.25559
C  3.41685  0.99682  0.18073
C  2.97814  2.28268  -0.06208
C  2.51610  -0.02291  0.30036
C  1.61909  2.53309  -0.14053
C  1.15589  0.18986  0.18325
C  0.70344  1.47902  -0.09056
N  -1.05028  -0.66674  0.66254
N  -0.71165  1.73924  -0.26484
C  -1.99876  -1.70847  0.88567
H  -3.41992  -3.43989  -1.51965
H  -2.03211  -0.31010  -1.52468
H  4.47259  0.87043  0.29362
H  3.68715  3.11230  -0.16783
H  2.83640  -0.99091  0.61001
H  1.25383  3.53590  -0.19921
H  -1.31641  0.28982  0.99781
H  -2.78879  -1.35768  1.54096
H  -1.52872  -2.53286  1.43716

=====

> What is the formula in the ninth record?

C8H8S

=====

> Number 2 is which compound?

C8H8N4O4